[1]
A structure of composition C42H50FI2MoN10O4PSeSi. Source: the Open Molecules 2025 dataset; level of theory: the ωB97M-V functional and the def2-TZVPD basis.

XYZ file:
```
113
Properties=species:S:1:pos:R:3:lowdin_charge:R:1
Mo 0.7012 0.9230 -0.8040 1.52
I -4.2635 0.5037 -2.6857 0.96
C -3.3373 2.0929 -1.7356 -0.65
C -4.0583 3.2858 -1.5099 -0.22
C -3.4746 4.3878 -0.9480 -0.68
I -4.6179 6.0949 -0.6332 0.92
C -2.0943 4.3537 -0.6034 -0.20
C -1.3385 5.4214 -0.0684 -0.02
C -0.0004 5.2643 0.1673 -0.01
C 0.6144 4.0331 -0.1180 -0.10
N -0.0720 3.0205 -0.5961 -0.01
C -1.4012 3.1561 -0.8325 -0.15
C -2.0089 1.9883 -1.3759 -0.43
O -1.2683 0.9299 -1.5447 -0.30
H -5.1001 3.3174 -1.7990 0.08
H -1.8303 6.3611 0.1462 0.07
H 0.5987 6.0712 0.5640 0.11
H 1.6708 3.8666 0.0378 0.07
C 0.4698 1.9759 6.7700 -0.04
C -0.0905 0.6104 6.3925 -0.29
C -1.4106 0.3868 7.1202 -0.15
C -2.2307 -0.7278 6.4988 -0.12
C -2.5277 -0.3642 5.0781 -0.14
C -3.7479 -0.5561 4.4816 0.07
C -3.9267 -0.2412 3.1302 -0.25
F -5.1523 -0.3968 2.6121 0.09
C -2.8990 0.1761 2.3400 0.06
C -1.6364 0.3527 2.9316 -0.04
C -0.4765 0.6295 2.1030 -0.26
O -0.5972 0.5553 0.8496 -0.14
C 0.7259 0.9382 2.7644 -0.01
C 0.7707 0.8604 4.1334 0.05
N -0.2584 0.5011 4.9057 0.05
C -1.4779 0.1842 4.3089 -0.06
C 1.9436 1.4529 2.0593 -0.56
O 2.8892 1.8178 2.7375 0.07
O 1.9144 1.5449 0.7687 -0.27
H 0.5494 2.0323 7.8561 0.09
H -0.2054 2.7645 6.4347 0.10
H 1.4583 2.1682 6.3604 0.08
H 0.6187 -0.1719 6.6746 0.16
H -1.9873 1.3159 7.0988 0.13
H -1.1802 0.1749 8.1646 0.13
H -3.1509 -0.9078 7.0531 0.12
H -1.6558 -1.6600 6.5134 0.14
H -4.5806 -0.9647 5.0394 0.14
H -3.0355 0.3712 1.2857 0.13
H 1.7013 1.1126 4.6208 0.14
N 1.7565 -0.8706 -0.4258 0.03
C 2.5415 -1.6640 -0.1042 -0.16
C 3.4801 -2.6325 0.1798 -0.26
C 4.8291 -2.2539 0.3789 -0.23
N 5.9281 -1.9426 0.5336 0.14
C 3.0712 -3.9866 0.1737 -0.25
N 2.7050 -5.0805 0.1345 0.14
C 4.2584 4.5129 -0.6274 -0.23
Si 4.5372 2.7275 -1.1522 0.17
C 5.1858 1.7038 0.2515 -0.20
C 5.7095 2.6757 -2.6121 -0.25
Se 2.6224 1.9555 -2.1538 0.44
H 5.2007 5.0624 -0.5663 0.03
H 3.7888 4.5610 0.3586 0.02
H 3.6112 5.0234 -1.3432 0.02
H 6.0189 2.2259 0.7310 0.04
H 5.5624 0.7449 -0.1104 0.01
H 4.4292 1.5147 1.0099 0.00
H 6.6380 3.2080 -2.3915 0.03
H 5.2585 3.1282 -3.4969 0.02
H 5.9552 1.6398 -2.8503 0.03
C 0.6545 1.8133 -5.7516 -0.06
C -0.2191 0.5842 -5.5325 -0.21
N 0.5321 -0.5790 -5.0683 -0.08
C 0.7681 -1.6247 -6.0589 -0.21
C -0.4036 -2.5885 -6.1872 -0.06
C 0.8879 -0.7085 -3.7645 -0.39
C 1.6558 -1.9325 -3.3881 0.00
N 0.5641 0.1995 -2.9000 -0.09
H 0.0483 2.6403 -6.1229 0.08
H 1.4300 1.6004 -6.4884 0.08
H 1.1514 2.1297 -4.8336 0.03
H -0.6975 0.2949 -6.4685 0.12
H -1.0422 0.7918 -4.8403 0.11
H 1.6831 -2.1596 -5.8179 0.11
H 0.9542 -1.1249 -7.0116 0.12
H -0.6210 -3.0646 -5.2301 0.06
H -0.1804 -3.3693 -6.9149 0.08
H -1.3062 -2.0693 -6.5126 0.07
H 1.1396 -2.8330 -3.7182 0.08
H 1.7730 -1.9749 -2.3182 0.03
H 2.6424 -1.9082 -3.8535 0.11
H 0.0727 0.9667 -3.3378 0.03
C -3.4260 -4.7149 -0.4472 -0.20
N -3.3925 -3.5589 0.4464 -0.14
C -2.5898 -3.8994 1.6185 -0.20
N -1.2483 -4.3769 1.3103 -0.14
C -1.3568 -5.5104 0.3918 -0.19
N -2.1103 -5.2173 -0.8297 -0.15
C -1.3972 -4.2481 -1.6684 -0.35
P -1.0957 -2.6017 -0.8529 1.02
C -2.8348 -2.3895 -0.2389 -0.35
C -0.4233 -3.3159 0.7244 -0.34
H -3.9796 -4.4445 -1.3495 0.12
H -3.9621 -5.5214 0.0601 0.12
H -3.1132 -4.6851 2.1707 0.12
H -2.5133 -3.0154 2.2593 0.12
H -1.8768 -6.3174 0.9149 0.12
H -0.3540 -5.8523 0.1299 0.12
H -1.9546 -4.0965 -2.5980 0.08
H -0.4279 -4.6773 -1.9417 0.08
H -3.4786 -2.1202 -1.0787 0.03
H -2.8469 -1.5434 0.4480 0.05
H -0.2941 -2.5100 1.4558 0.08
H 0.5679 -3.7271 0.5294 0.04
```

Computed properties:
**LUMO level (spin up / spin down)**: -0.7 / -1.1 eV
**Net charge**: 0
**Frontier orbital gap (spin up / spin down)**: 6.821 / 6.586 eV
**HOMO energy (spin up / spin down)**: -7.53 / -7.73 eV
**ΔE to the lowest compared entry with this formula, charge and spin**: 66.3 kJ/mol
**Spin multiplicity**: 3
**E**: -6274.8832 hartree
**Largest force on an atom**: 0.52 eV/Å

[2]
An isolated molecule of C21H31BrN4O2. Source: the Open Molecules 2025 dataset; level of theory: the ωB97M-V functional and the def2-TZVPD basis.

XYZ file:
```
59
Properties=species:S:1:pos:R:3:lowdin_charge:R:1
C 0.1241 2.9063 -6.1348 -0.09
C 0.0408 2.9520 -4.6197 -0.27
N 1.1064 3.7323 -4.0147 -0.15
C 0.9896 5.1573 -4.2985 -0.20
C 1.9416 5.8074 -3.3047 -0.15
C 1.9028 4.8708 -2.0813 -0.13
C 1.1493 3.6135 -2.5533 -0.29
C 1.7959 2.2774 -2.1605 -0.08
N 1.2210 1.6559 -0.9834 -0.04
C 0.6104 0.3404 -1.0153 -0.08
C 0.4815 -0.0573 0.4707 -0.19
C -0.8333 -0.7680 0.7383 -0.44
O -1.8962 -0.2807 0.4148 0.08
N -0.7029 -1.9985 1.3235 0.13
C -1.7360 -2.9213 1.6109 -0.16
C -2.8971 -2.9994 0.8660 0.00
C -3.8402 -3.9840 1.1292 -0.13
C -3.5826 -4.8879 2.1384 -0.69
Br -4.8324 -6.2622 2.5015 0.74
C -2.4394 -4.8142 2.9163 -0.08
C -1.5041 -3.8102 2.6771 -0.19
N -0.3302 -3.6751 3.4111 0.03
C -0.0414 -4.5221 4.5624 -0.45
C -0.9139 -4.1982 5.7737 -0.05
C 1.4348 -4.3818 4.9022 -0.06
C 0.5764 1.2745 1.2263 -0.02
C 1.2678 2.2135 0.2510 -0.44
O 1.7574 3.2948 0.5130 0.08
H -0.6481 2.2514 -6.5393 0.07
H -0.0173 3.8936 -6.5750 0.06
H 1.0996 2.5305 -6.4464 0.08
H -0.9422 3.3547 -4.3104 0.12
H 0.0924 1.9330 -4.2296 0.10
H 1.2426 5.3736 -5.3358 0.11
H -0.0476 5.4980 -4.1227 0.13
H 2.9448 5.8530 -3.7283 0.11
H 1.6400 6.8250 -3.0596 0.10
H 2.9060 4.6092 -1.7494 0.10
H 1.4024 5.3134 -1.2244 0.11
H 0.1222 3.6269 -2.1444 0.15
H 1.6880 1.5672 -2.9781 0.11
H 2.8675 2.4320 -2.0039 0.13
H -0.3784 0.3628 -1.4821 0.13
H 1.2410 -0.3592 -1.5681 0.13
H 1.3279 -0.6898 0.7462 0.14
H 0.2346 -2.3271 1.4928 0.13
H -3.0643 -2.2861 0.0739 0.11
H -4.7478 -4.0450 0.5472 0.10
H -2.2943 -5.5254 3.7147 0.09
H -0.0696 -2.7125 3.5776 0.13
H -0.2231 -5.5524 4.2466 0.14
H -0.7060 -4.8848 6.5953 0.08
H -0.7036 -3.1831 6.1198 0.08
H -1.9754 -4.2585 5.5360 0.07
H 1.6960 -5.0251 5.7424 0.08
H 2.0572 -4.6484 4.0486 0.08
H 1.6643 -3.3521 5.1910 0.08
H -0.4120 1.6737 1.4581 0.13
H 1.1530 1.2167 2.1469 0.13
```

Computed properties:
**LUMO level**: 0.4 eV
**Net charge**: 0
**Frontier orbital gap**: 8.574 eV
**HOMO energy**: -8.22 eV
**ΔE to the lowest compared entry with this formula, charge and spin**: 17.0 kJ/mol
**Structure (SMILES)**: CCN1CCC[C@@H]1CN1C[C@H](C(=O)Nc2ccc(Br)cc2NC(C)C)CC1=O
**E**: -3762.3823 hartree
**Largest force on an atom**: 0.44 eV/Å

[3]
An isolated molecule of C2H2N2O in a non-equilibrium geometry. Source: the Open Molecules 2025 dataset; level of theory: the ωB97M-V functional and the def2-TZVPD basis.

XYZ file:
```
7
Properties=species:S:1:pos:R:3:lowdin_charge:R:1
N 2.1762 0.6097 0.6146 0.15
C 1.1540 0.0079 0.4965 -0.17
C 0.2278 -0.6675 -0.5063 -0.14
N -1.0111 -0.3123 -0.4605 0.04
O -1.0473 0.8219 0.4981 -0.06
H 0.4032 -1.5282 -1.2366 0.14
H -1.9028 1.0686 0.5941 0.03
```

Computed properties:
**LUMO level**: -0.2 eV
**Net charge**: 0
**Frontier orbital gap**: 10.782 eV
**HOMO energy**: -11.00 eV
**ΔE to the lowest compared entry with this formula, charge and spin**: 326.7 kJ/mol
**Structure (SMILES)**: N#C/C=N\O
**E**: -262.0395 hartree
**Largest force on an atom**: 5.26 eV/Å

[4]
A cluster of 2 separate species, C4H8FN2O4 in total in a non-equilibrium geometry. Source: the Open Molecules 2025 dataset; level of theory: the ωB97M-V functional and the def2-TZVPD basis.

XYZ file:
```
19
Properties=species:S:1:pos:R:3:lowdin_charge:R:1
C -0.6198 0.2105 0.7096 -0.10
H -0.4290 -1.7685 0.1739 0.13
F 0.5253 2.7532 -1.7351 -0.84
C 0.0904 -0.8454 -0.1216 -0.36
N -1.8931 0.8200 0.1632 -0.34
O -2.7985 0.0769 -0.1793 0.06
O -2.0121 2.0167 0.3378 0.12
N 0.2095 1.1338 1.5648 -0.37
O 0.8942 1.9424 0.9776 0.12
O 0.3103 0.8665 2.7379 0.06
C 1.5535 -0.9994 0.3053 -0.07
H 2.1618 -0.1669 -0.0722 0.09
H 1.6585 -1.0650 1.3999 0.08
H 1.9594 -1.9336 -0.1106 0.08
C -0.0720 -0.7075 -1.6356 -0.06
H -1.1333 -0.7761 -1.9127 0.07
H 0.3052 0.2628 -1.9819 0.07
H 0.5181 -1.4930 -2.1335 0.08
H -1.2285 -0.3274 1.5123 0.18
```

Computed properties:
**LUMO level**: 3.0 eV
**Net charge**: -1
**Frontier orbital gap**: 6.438 eV
**HOMO energy**: -3.45 eV
**E**: -667.3488 hartree
**Largest force on an atom**: 4.21 eV/Å

[5]
A structure of composition C10H10BClF4Pt in a non-equilibrium geometry. Source: the Open Molecules 2025 dataset; level of theory: the ωB97M-V functional and the def2-TZVPD basis.

XYZ file:
```
27
Properties=species:S:1:pos:R:3:lowdin_charge:R:1
C -2.2681 -0.9741 0.1771 -0.36
C -1.7867 -1.2374 -1.2054 -0.09
C -1.4741 -0.0172 -1.7856 -0.05
H -1.7199 -2.2066 -1.6690 0.08
C -1.6976 1.0491 -0.8383 -0.05
C -2.1915 0.5171 0.3245 -0.03
H -2.4251 1.0737 1.2356 0.12
H -3.0190 -1.5822 0.6883 0.09
H -1.1011 0.1462 -2.7883 0.11
H -1.4903 2.1107 -1.0130 0.12
Pt -0.8960 -1.8274 1.4835 0.93
Cl -0.1810 -3.4385 0.1525 0.00
C 2.5956 0.3034 0.1169 -0.07
C 1.9975 1.4816 -0.4011 -0.10
C 1.5176 1.1731 -1.7074 -0.10
H 1.8226 2.4087 0.1389 0.10
C 2.0490 -0.0890 -2.0998 -0.12
C 2.5948 -0.6884 -0.9253 -0.06
H 2.8176 -1.7444 -0.7994 0.10
H 2.8418 0.1308 1.1626 0.10
H 0.8856 1.8135 -2.2970 0.09
H 1.9654 -0.5544 -3.0845 0.09
F 0.1522 1.4513 2.0916 0.17
B -0.0584 0.5130 3.0675 -1.11
F -0.3461 1.0010 4.2982 0.19
F -1.4616 -0.2843 2.6974 -0.23
F 0.8770 -0.5293 2.9793 0.07
```

Computed properties:
**LUMO level (spin up / spin down)**: 0.2 / -3.2 eV
**Net charge**: 0
**Frontier orbital gap (spin up / spin down)**: 8.043 / 4.850 eV
**HOMO energy (spin up / spin down)**: -7.85 / -8.05 eV
**ΔE to the lowest compared entry with this formula, charge and spin**: 85.3 kJ/mol
**Spin multiplicity**: 5
**E**: -1390.8473 hartree
**Largest force on an atom**: 3.44 eV/Å

[6]
A cluster of 2 separate species, ClHNO3P in total in a non-equilibrium geometry. Source: the Open Molecules 2025 dataset; level of theory: the ωB97M-V functional and the def2-TZVPD basis.

XYZ file:
```
7
Properties=species:S:1:pos:R:3:lowdin_charge:R:1
O -0.6551 -1.1839 -0.2317 0.03
N 0.5448 -1.2511 -0.1638 -0.27
O 1.3180 -0.5158 0.4555 -0.05
H 0.9585 -2.1355 -0.4497 0.18
O -1.5894 1.6583 1.1070 -0.54
P -0.2043 1.7957 0.6717 0.51
Cl -0.3726 1.6323 -1.3889 0.14
```

Computed properties:
**LUMO level**: -0.8 eV
**Net charge**: 0
**Frontier orbital gap**: 9.551 eV
**HOMO energy**: -10.38 eV
**ΔE to the lowest compared entry with this formula, charge and spin**: 103.4 kJ/mol
**Structure (SMILES)**: O=[NH+][O-].O=PCl
**E**: -1082.5507 hartree
**Largest force on an atom**: 2.18 eV/Å

Look up the net charge of the second one. 0

Number 6 is which compound? ClHNO3P

Among the records above, which one has the lowest E? C42H50FI2MoN10O4PSeSi